1.
{
  "formula": "C21H28N2O4",
  "method": "the ωB97M-V functional and the def2-TZVPD basis",
  "symbols": ["O", "O", "O", "O", "N", "N", "C", "C", "C", "C", "C", "C", "C", "C", "C", "C", "C", "C", "C", "C", "C", "C", "C", "C", "C", "C", "C", "H", "H", "H", "H", "H", "H", "H", "H", "H", "H", "H", "H", "H", "H", "H", "H", "H", "H", "H", "H", "H", "H", "H", "H", "H", "H", "H", "H"],
  "coordinates": [[6.12935, 2.13355, 0.38649], [0.80296, -1.85793, -1.68438], [4.29363, 2.15868, -0.93323], [-1.86391, 1.27441, 1.72306], [2.08408, -2.30655, 0.05546], [-2.24493, -0.40926, 0.33780], [3.61390, 0.14181, -0.76823], [5.35451, 3.13620, -0.18088], [-3.65856, -0.03365, 0.17497], [4.01337, -1.38663, -0.22428], [-6.96130, 0.41453, 0.87910], [-0.16362, -0.34794, 1.24212], [-4.76178, -1.13800, 0.58497], [-1.65934, -1.66334, -0.40132], [-3.90639, 0.43344, -1.47989], [-4.55960, 1.84394, -1.48061], [0.96226, -2.00836, -0.57022], [-0.48771, -1.64901, 0.52500], [3.23660, -2.67855, -0.73448], [-6.38227, 1.72582, 0.38734], [-6.03207, 2.05518, -1.08848], [-6.04510, -0.98262, 0.31758], [4.47572, 0.98630, -0.46713], [5.51650, 0.94150, 0.25757], [5.94598, -0.27509, 0.73592], [-1.60000, 0.23600, 1.41774], [5.09845, -1.53214, 0.69873], [2.94936, -2.55947, -1.74284], [-4.07756, 2.41845, -0.92578], [-6.50605, -1.87211, 0.45321], [5.57971, -2.26476, 0.85279], [-3.78797, 0.98221, 0.71225], [-6.70115, 0.09919, 1.91449], [-4.53736, 2.04149, -2.54443], [-2.37595, -2.40666, -0.35315], [4.96325, 3.65390, 0.51218], [-4.36140, -0.26142, -1.98099], [-4.69788, -1.12327, 1.56957], [3.67580, -3.37493, -0.14500], [5.86970, 3.50466, -0.87147], [-6.60198, 1.11822, -1.87487], [2.70108, 0.12812, -1.52189], [1.99165, -2.41879, 1.06357], [-2.85903, 0.62747, -1.84604], [-6.44276, 2.85291, -1.17290], [-4.38352, -2.18560, 0.15053], [-7.12383, 2.47549, 0.55580], [6.80428, -0.43505, 1.56224], [-6.34386, -0.77785, -0.68883], [0.70446, 0.29328, 0.57895], [-5.61196, 2.02682, 0.99363], [0.29371, -0.71844, 2.28863], [-0.36975, -2.66972, 1.15401], [-7.76961, 0.05043, 0.55065], [-1.39111, -0.99258, -1.45146]],
  "mulliken_charge": [-0.51, -0.58, -0.60, -0.50, -0.15, 0.22, -1.26, -0.31, -0.06, 0.86, -1.27, -0.18, -0.51, -0.67, -0.91, -1.56, 0.32, -0.09, -1.20, -0.79, -0.88, -1.34, 1.58, 0.65, -0.72, 0.15, -1.36, 0.51, 0.82, 0.67, 0.67, 0.38, 0.31, 0.43, 0.45, 0.39, 0.60, 0.43, 0.53, 0.34, 0.20, 0.30, 0.29, 0.36, 0.78, 0.08, 0.50, 0.24, 0.45, 0.06, 0.49, 0.27, 0.28, 0.68, 0.14],
  "e_above_lowest_kj_mol": 2013.58,
  "total_energy_ev": -33383.3750,
  "fmax_ev_per_a": 16.67
}



2.
{
  "formula": "C21H28N4O3",
  "method": "the ωB97M-V functional and the def2-TZVPD basis",
  "symbols": ["O", "O", "O", "N", "N", "N", "N", "C", "C", "C", "C", "C", "C", "C", "C", "C", "C", "C", "C", "C", "C", "C", "C", "C", "C", "C", "C", "C", "H", "H", "H", "H", "H", "H", "H", "H", "H", "H", "H", "H", "H", "H", "H", "H", "H", "H", "H", "H", "H", "H", "H", "H", "H", "H", "H", "H"],
  "coordinates": [[-0.52669, 2.90257, -1.35544], [5.05788, 0.41901, 0.38703], [-5.30336, -0.87436, 0.40889], [2.22937, -2.48964, -0.05064], [1.64446, -1.68374, 0.84318], [3.19272, 1.62753, 0.06745], [0.49743, -3.58588, 0.69250], [0.61440, -2.37590, 1.27087], [-2.94300, -0.93939, -0.04457], [-1.76011, -0.25731, -0.28234], [-6.06315, -1.21886, -0.73009], [4.13892, 0.76037, -0.34178], [-4.12365, -0.20742, 0.12099], [3.05467, -0.97996, -1.80655], [-5.38512, 1.97072, 0.23375], [-2.96138, -2.43628, 0.02652], [4.04512, 0.18791, -1.75162], [2.00157, 1.49723, 2.19150], [3.20128, 2.07944, 1.44607], [3.39890, -2.07018, -0.77343], [2.00502, 2.03484, -0.64000], [-0.50653, 1.90814, -0.66314], [-1.73787, 1.13012, -0.38127], [-4.12191, 1.18806, 0.03889], [0.75770, 1.44409, 0.03226], [1.52214, -3.62807, -0.12864], [0.70601, 1.90611, 1.49698], [-2.92838, 1.83586, -0.23163], [3.05092, -1.40175, -2.81360], [3.77130, 0.95107, -2.47932], [-0.15364, 1.45437, 1.99517], [-6.95508, -1.72042, -0.35862], [3.83352, -2.95022, -1.25011], [-2.01421, -2.82339, 0.39331], [4.11358, -1.67145, -0.04764], [1.77226, -4.44598, -0.77201], [-3.76449, -2.77055, 0.67866], [-0.85864, -0.83365, -0.42310], [4.13784, 1.74969, 1.89721], [-6.35463, -0.33162, -1.30193], [-2.90628, 2.91243, -0.31522], [-0.06686, -2.00529, 2.00922], [-5.51180, -1.89754, -1.38918], [2.03991, 1.73731, -1.68625], [5.04276, -0.17886, -2.00025], [1.93355, 3.12862, -0.60856], [2.07855, 0.40847, 2.19239], [-3.13042, -2.85647, -0.96599], [-6.10852, 1.38609, 0.79655], [0.58868, 2.99246, 1.52988], [2.04868, -0.61106, -1.60121], [3.15989, 3.17422, 1.45667], [0.82461, 0.35436, 0.04188], [-5.17864, 2.89519, 0.76772], [2.00571, 1.85134, 3.22272], [-5.82182, 2.23184, -0.73079]],
  "mulliken_charge": [-0.62, -0.70, -0.65, 0.17, -0.28, 0.27, -0.62, -0.40, 0.71, -0.20, -0.76, 0.93, 0.64, 0.10, -1.87, -1.78, -1.19, -0.36, -1.06, -0.73, -1.96, -0.29, 0.22, 0.92, 3.36, 0.08, -1.19, -1.11, 0.45, 0.46, 0.45, 0.28, 0.31, 0.35, 0.38, 0.40, 0.37, 0.64, 0.50, 0.27, 0.47, 0.56, 0.27, 0.44, 0.37, 0.26, 0.18, 0.35, 0.39, 0.38, -0.12, 0.35, -1.61, 0.47, 0.44, 0.32],
  "e_above_lowest_kj_mol": 199.74,
  "smiles": "COc1c(C)cc(C(=O)[C@@H]2CCCN(C(=O)CCCn3cncn3)C2)cc1C",
  "total_energy_ev": -34334.9739,
  "fmax_ev_per_a": 0.90
}



3.
{
  "formula": "C21H28N4O4S",
  "method": "the ωB97M-V functional and the def2-TZVPD basis",
  "symbols": ["S", "O", "O", "O", "O", "N", "N", "N", "N", "C", "C", "C", "C", "C", "C", "C", "C", "C", "C", "C", "C", "C", "C", "C", "C", "C", "C", "C", "C", "C", "H", "H", "H", "H", "H", "H", "H", "H", "H", "H", "H", "H", "H", "H", "H", "H", "H", "H", "H", "H", "H", "H", "H", "H", "H", "H", "H", "H"],
  "coordinates": [[3.50905, 2.50118, -0.03100], [-2.98999, -0.82700, 2.41982], [-4.69164, 2.13974, 0.11907], [3.11972, -2.27053, -1.19816], [-3.63916, 1.43879, -1.75685], [3.23639, -0.06797, -0.67138], [-5.12496, 0.09546, -0.70097], [-3.79856, -1.73677, 0.51943], [1.41542, 1.01446, 0.30705], [8.07809, -0.56114, 0.52092], [1.19499, -1.29025, -0.23395], [4.60847, -0.03282, -1.15660], [5.60701, -0.28012, -0.02731], [-4.01225, 3.39132, 0.02797], [-2.57691, 3.29505, 0.52498], [-4.81531, -1.01390, -1.57300], [-0.66531, -0.11661, 0.76814], [0.64098, -0.11451, 0.28487], [-5.76577, -0.29332, 0.53930], [-5.15543, -1.62912, 1.01543], [-3.72582, -1.89443, -0.91796], [0.43536, -2.45903, -0.25498], [-4.40337, 1.24030, -0.84118], [8.16961, 0.50729, 1.60411], [-0.86210, -2.45493, 0.20781], [-1.41922, -1.27507, 0.71005], [-2.79818, -1.23936, 1.29156], [2.57231, -1.29191, -0.74006], [2.69934, 1.07210, -0.14417], [7.03883, -0.23971, -0.55315], [-4.02840, 3.73127, -1.01248], [-2.74140, -1.58180, -1.26571], [7.24156, 0.75116, -0.96533], [-1.44679, -3.36160, 0.19983], [-2.55864, 2.87095, 1.52714], [4.78422, 0.94572, -1.60789], [8.98051, 0.27819, 2.29187], [-5.59185, 0.48975, 1.27581], [4.69844, -0.81299, -1.91488], [0.89309, -3.35506, -0.64481], [-1.09085, 0.78026, 1.19034], [-5.12541, -1.66680, 2.10450], [-6.84426, -0.39974, 0.38011], [7.83854, -1.52414, 0.97744], [-3.87948, -2.94631, -1.18563], [7.24809, 0.56573, 2.17698], [-5.73531, -1.57985, -1.73762], [9.05372, -0.65816, 0.03897], [-2.00166, 2.66516, -0.14993], [7.13446, -0.96523, -1.36454], [1.04236, 1.87428, 0.68907], [-5.72350, -2.48222, 0.63668], [8.36080, 1.48198, 1.16077], [-4.60079, 4.06775, 0.65073], [-2.13239, 4.28606, 0.54871], [-4.46070, -0.61632, -2.52376], [5.46878, 0.48578, 0.73682], [5.40498, -1.25675, 0.41823]],
  "mulliken_charge": [-0.35, -0.65, -0.41, -0.67, -0.66, 0.16, 0.05, 0.03, -0.05, -0.50, 0.44, -1.81, -0.03, -0.35, -1.06, -0.98, -1.13, 0.22, -0.76, -0.88, -0.64, -1.03, 0.84, -1.16, -0.14, 0.49, 0.26, 0.70, 0.18, -0.57, 0.33, 0.49, 0.29, 0.51, 0.27, 0.52, 0.36, 0.41, 0.42, 0.50, 0.62, 0.42, 0.37, 0.31, 0.32, 0.32, 0.33, 0.33, 0.29, 0.33, 0.32, 0.39, 0.29, 0.33, 0.46, 0.44, 0.25, 0.24],
  "e_above_lowest_kj_mol": 0.00,
  "smiles": "CCCCCn1c(=S)[nH]c2cc(C(=O)N3CCN(C(=O)OCC)CC3)ccc2c1=O",
  "total_energy_ev": -47219.8652,
  "fmax_ev_per_a": 0.79
}



4.
{
  "formula": "C21H28N5ScTe",
  "method": "the ωB97M-V functional and the def2-TZVPD basis",
  "symbols": ["Te", "Sc", "N", "N", "N", "N", "N", "C", "C", "C", "C", "C", "C", "C", "C", "C", "C", "C", "C", "C", "C", "C", "C", "C", "C", "C", "C", "C", "H", "H", "H", "H", "H", "H", "H", "H", "H", "H", "H", "H", "H", "H", "H", "H", "H", "H", "H", "H", "H", "H", "H", "H", "H", "H", "H", "H"],
  "coordinates": [[2.22087, -1.00263, 0.55099], [-0.26305, 0.15131, 0.03026], [0.58233, 0.48792, -1.98761], [-1.16076, -1.31215, -1.40916], [-1.97708, 1.70482, -0.15171], [0.53234, 2.21423, -0.13833], [-2.00028, -0.79482, 1.22827], [1.70967, -3.03775, 4.37777], [3.32091, -1.00322, 3.36981], [-0.13108, 3.09201, 0.82108], [1.46780, 1.47690, -2.12734], [-1.03661, -2.45519, -3.60423], [2.64887, -2.42724, 5.19664], [-2.34508, -2.10457, 0.59233], [-3.28200, 1.10100, 0.22792], [1.31602, -0.54884, -3.97566], [1.57219, -2.63671, 3.05343], [-0.64218, -1.45871, -2.57009], [1.87904, 3.92462, -1.30321], [2.37395, -1.61404, 2.55756], [0.47890, -0.49578, -2.87623], [-2.31180, -2.09270, -0.93063], [-1.63596, 3.02314, 0.48112], [3.45549, -1.41798, 4.69116], [2.28589, 0.43818, -4.10372], [1.28845, 2.56797, -1.09775], [-3.10942, 0.18372, 1.42326], [2.35800, 1.47900, -3.18321], [-1.66183, -1.03642, 2.15605], [-3.64862, 0.55014, -0.63846], [3.09194, 2.26369, -3.29701], [2.10090, 4.39900, -0.35004], [-1.60844, -2.81605, 0.96302], [2.76041, -2.74709, 6.22443], [-2.85198, 0.77184, 2.30633], [0.05436, 2.70319, 1.82484], [-0.21255, -3.15638, -3.76641], [1.23109, -1.33888, -4.70952], [-4.02667, 1.86624, 0.45221], [1.18513, 4.55939, -1.86154], [-1.98489, 1.84773, -1.15646], [2.80104, 3.87136, -1.87863], [-3.32475, -2.44164, 0.93501], [-1.92075, -3.02044, -3.33198], [-1.90821, 3.81893, -0.20973], [-4.04462, -0.33014, 1.65211], [0.86857, -3.14574, 2.40611], [2.97829, 0.40853, -4.93528], [-3.22407, -1.66197, -1.34793], [-2.25700, -3.12659, -1.26746], [-1.22289, -1.95241, -4.55545], [3.96020, -0.21984, 2.98382], [4.20029, -0.94942, 5.32201], [1.08993, -3.83914, 4.76040], [0.21799, 4.12190, 0.79912], [-2.23831, 3.15773, 1.37772]],
  "mulliken_charge": [0.03, -0.35, 0.13, 0.38, -0.01, 0.36, -0.07, -0.58, -0.55, -0.72, 0.91, -1.74, -0.50, -1.20, -0.68, -0.76, -0.31, 0.69, -1.87, 0.30, 0.78, -0.73, -0.72, -0.48, -0.80, 0.60, -0.68, -0.84, 0.33, 0.25, 0.34, 0.47, 0.45, 0.40, 0.44, 0.24, 0.41, 0.49, 0.50, 0.34, 0.25, 0.47, 0.35, 0.43, 0.39, 0.38, 0.44, 0.47, 0.39, 0.67, 0.42, 0.36, 0.38, 0.39, 0.55, 0.43],
  "total_energy_ev": -57665.0496,
  "charge": 2,
  "fmax_ev_per_a": 0.52
}



Gap between HOMO and LUMO for the records above, in order: 8.7, 9.6, 8.4, 5.6 eV
HOMO for the records above, in order: -0.2929, -0.3304, -0.3129, -0.4644 Eh